# 1
# C29H46CoP2S

A structure of composition C29H46CoP2S in a non-equilibrium geometry (ωB97M-V with the def2-TZVPD basis set, the OMol25 dataset).

```
! RIJCOSX wB97M-V def2-TZVPD def2/J DEFGRID3
* xyz 1 5
H 2.33 1.03 -1.56
C -1.66 -0.09 3.73
H 1.35 -1.03 3.63
H -2.51 1.36 -3.68
C -0.93 -1.96 -0.44
H -1.01 -4.37 0.25
H 6.05 -0.30 -1.69
C -1.50 -3.11 -2.41
C -1.28 1.71 1.89
H -1.35 3.38 -0.97
H -2.82 2.65 0.72
H 2.44 0.34 3.84
C 6.33 -0.08 0.45
H -0.03 -1.52 -1.21
C -3.13 -0.57 -2.98
C 2.42 2.29 1.86
H -2.90 -2.82 -0.73
C 5.77 -0.26 1.73
C -2.14 -2.16 -1.25
C -0.66 -2.25 -3.33
H 2.76 2.88 2.70
H 0.41 4.54 1.53
C 4.29 -0.79 -0.58
H -3.80 -0.76 1.30
H -1.03 -4.11 2.08
H -3.68 -0.71 -0.86
C -1.52 2.74 -1.84
C -2.14 0.33 -3.67
C -2.70 2.12 1.67
C -0.82 0.78 2.88
C -0.07 -1.00 -2.60
H -2.22 -3.78 -2.92
H -2.15 0.12 -1.34
H 1.03 0.16 4.89
Co -0.93 -0.17 -0.73
H 3.09 1.44 1.75
H -4.07 -2.58 1.12
P -0.09 1.50 -1.93
H 4.01 -0.92 2.81
C 1.76 1.62 -2.29
C 4.45 -0.69 1.84
H -2.42 2.14 -1.67
H -1.27 -1.99 -4.20
C -0.73 -3.73 1.10
C 1.40 0.03 3.86
H 3.70 -1.08 -1.45
H 1.02 -1.03 -2.77
C -0.64 0.32 -3.14
H -1.49 0.06 4.82
H 0.45 3.80 -0.07
H -1.40 -1.14 3.51
H 2.00 2.69 -2.19
H -2.72 0.08 3.53
H -3.44 -1.86 2.69
C 1.04 1.83 2.03
C -2.76 -0.80 -1.52
C 3.63 -0.86 0.66
P -1.53 -2.05 1.23
H -1.12 4.18 0.73
H -0.82 -3.78 -1.82
C -0.09 3.81 0.88
H -0.15 0.63 -4.11
H -1.52 3.28 -2.79
H -4.13 -0.14 -3.03
H -2.06 0.01 -4.71
H -3.35 1.23 1.67
H 7.36 0.25 0.38
H -3.03 2.78 2.49
S 1.95 -1.14 0.68
H 0.33 -3.40 1.04
H -3.18 -1.53 -3.46
H 6.36 -0.06 2.65
C 0.60 0.83 2.92
H 1.96 1.26 -3.30
C -0.12 2.47 1.49
H 0.17 -2.87 -3.68
C 5.61 -0.38 -0.70
H 2.50 2.91 0.97
C -3.47 -1.78 1.59
*
```

Properties
⟨S²⟩: 6.2768
Largest force on an atom, eV Å⁻¹: 6.5
Kohn-Sham gap (alpha / beta), eV: 6.72 / 5.12
Total energy, eV: -97841.4211



# 2
# C29H46GeI2N6O2PS2Ti

A structure of composition C29H46GeI2N6O2PS2Ti (ωB97M-V with the def2-TZVPD basis set, the OMol25 dataset).

```
! RIJCOSX wB97M-V def2-TZVPD def2/J DEFGRID3
* xyz 1 1
H -3.75 5.12 1.57
C -1.95 -1.50 0.04
H -2.56 -0.22 -3.49
N -1.70 -3.85 0.80
C 4.53 -0.97 0.18
H 5.24 -1.75 0.40
H 1.21 0.75 5.35
H -2.86 2.96 1.11
N 2.24 -0.30 0.11
C 3.29 3.50 -1.12
H -1.40 -0.44 -4.83
P -0.26 -0.23 -2.73
H -3.42 0.49 3.41
H 1.73 2.38 4.88
C 3.15 -1.21 0.35
C 0.90 1.68 4.87
H -2.30 5.53 0.66
H 0.06 2.10 5.43
C 1.94 3.14 -0.89
S 0.44 -2.61 -0.35
N 0.50 1.42 3.49
C -3.47 5.26 -1.84
H 1.11 3.14 2.47
C -4.11 5.59 -0.51
H -2.23 -5.62 2.50
H -0.77 -6.43 1.93
H -2.17 -3.19 3.58
H -4.21 6.67 -0.39
S -2.75 1.36 -1.04
C 4.95 0.26 -0.25
C 1.59 1.87 -0.52
H -3.24 3.36 -2.81
H -4.45 -3.32 1.48
H -0.51 3.22 3.20
H -0.96 -4.80 -3.81
H -2.14 -2.75 -2.23
H 0.11 1.40 -4.46
C -1.64 -5.11 0.51
N -3.04 3.59 0.35
C 0.40 0.19 3.05
C 1.11 -1.19 -3.47
H 0.98 -2.25 -3.27
C -1.65 -0.72 -3.80
H -2.27 1.07 2.19
C -3.13 0.42 2.35
H 1.16 -1.01 -4.55
C -1.76 -6.09 1.64
H -2.71 -4.53 -3.74
H -5.00 -2.24 2.78
C 4.00 1.27 -0.52
C -1.88 -5.07 -3.28
I 0.46 4.59 -1.09
H -3.95 0.80 1.74
H -2.73 -1.18 -0.65
H -2.51 5.79 -1.95
H 3.51 4.51 -1.43
C 2.65 0.94 -0.31
H 6.00 0.46 -0.40
H -0.71 -2.40 3.04
H -5.11 5.15 -0.47
I 6.25 3.20 -1.31
H 0.66 -0.59 3.76
C -1.46 -2.92 -0.26
H -1.82 -1.80 -3.80
H 1.08 1.76 -3.03
H -2.34 -6.97 1.34
O 0.03 -0.12 1.90
C -4.53 -2.28 1.79
O 0.35 1.45 -0.33
C -3.26 5.01 0.60
Ge -2.77 -1.46 1.88
C -3.02 3.03 -0.87
H 2.06 -0.88 -3.02
C -1.74 -2.22 3.34
H -2.05 -6.14 -3.41
H -1.78 -1.58 4.22
C 4.30 2.60 -0.95
Ti -0.19 -0.41 -0.05
C 0.19 2.58 2.66
H -0.23 2.28 1.71
H -1.37 -6.65 -1.04
H 2.79 -2.18 0.67
H -4.10 5.56 -2.68
N -1.95 -3.42 -1.50
H -0.64 2.14 -3.02
N -3.24 3.82 -1.92
H -5.16 -1.74 1.08
C -1.50 -5.60 -0.84
C 0.11 1.43 -3.37
C -1.76 -4.72 -1.83
*
```

Properties
Largest force on an atom, eV Å⁻¹: 0.8
Kohn-Sham gap, eV: 7.06
ΔE to the lowest compared entry with this formula, charge and spin, kcal per mole: 0.0
Total energy, eV: -170646.3678



# 3
# C29H46N2O10

The molecule C29H46N2O10 in a non-equilibrium geometry (ωB97M-V with the def2-TZVPD basis set, the OMol25 dataset).

```
! RIJCOSX wB97M-V def2-TZVPD def2/J DEFGRID3
* xyz 0 1
H -2.09 1.89 -1.30
C 0.10 3.36 -0.78
H 3.01 -6.57 0.12
H 3.79 -0.25 -1.29
C 1.03 -3.67 -1.18
C 0.33 0.84 -0.59
O -2.07 -0.58 -0.67
C 1.40 3.49 0.02
C -1.39 1.83 -2.13
H -0.67 5.92 -0.25
H 0.97 6.15 -0.89
H -0.49 1.96 2.39
C 0.17 -1.66 2.48
H 1.15 -4.73 4.20
O 2.12 1.25 -2.34
H -3.10 0.77 -4.21
H 1.31 2.92 0.95
H 4.18 0.74 0.13
H -0.01 -3.70 -1.47
C -1.65 2.97 -3.11
H 3.52 3.16 -0.10
C 2.55 1.48 -1.04
C 0.22 0.50 3.84
H 1.55 -2.04 1.04
C 0.03 2.01 -1.54
H -0.74 3.36 -0.07
H -2.27 4.39 -1.63
H 3.33 -4.14 -0.23
O 1.19 -4.16 3.41
O -2.16 -2.82 -0.57
C 3.89 0.77 -0.92
C -0.05 5.88 -1.15
H 0.62 4.42 -2.58
C 3.10 -5.90 0.97
H -2.65 2.88 -3.53
C 0.94 -0.40 2.83
C -0.88 1.36 3.22
H 4.64 1.29 -1.50
H 0.83 -5.42 0.02
C -2.90 0.16 -3.33
H -3.65 0.37 -2.57
C -2.47 -1.74 -0.14
O 1.64 0.85 -0.12
C -1.12 -0.61 -1.74
C -3.81 -0.10 1.30
N -1.98 0.55 2.72
C 0.32 -3.75 1.23
C 1.21 -4.40 0.15
C -1.52 4.32 -2.42
H 1.34 -2.63 -1.12
H -4.23 -2.19 0.94
C 2.69 -4.48 0.58
H -2.97 -0.89 -3.62
C 0.34 -4.61 2.48
N 0.75 -2.40 1.53
C 2.64 2.99 -0.72
H -4.32 0.28 0.41
H 2.46 -6.28 1.77
H -0.71 -3.75 0.86
H -1.11 -1.62 -2.17
H 0.94 1.17 4.30
H -0.93 2.90 -3.93
O 0.95 2.00 -2.63
C -2.68 0.87 1.63
H 1.62 -4.16 -1.96
H 2.77 3.53 -1.66
H -1.70 5.12 -3.14
H 2.87 -3.82 1.44
H -2.79 -1.93 1.92
C -3.36 -1.54 1.06
H 1.56 4.53 0.30
H -0.42 6.63 -1.85
H 1.88 -0.74 3.28
H -4.52 -0.08 2.13
O 0.15 -0.42 -1.22
O -0.86 -2.01 3.05
H -0.22 -0.13 4.62
H -2.08 -0.36 3.16
H 1.18 0.14 1.92
O -2.49 1.90 0.99
C -0.13 4.50 -1.79
H -1.26 2.05 3.98
O -0.29 -5.62 2.62
C -1.50 0.45 -2.78
H 4.13 -5.91 1.32
H -0.76 0.37 -3.58
H -0.34 0.91 0.27
*
```

Properties
Largest force on an atom, eV Å⁻¹: 1.1
SMILES string: CC[C@H](C)[C@H](NC(=O)CCCNC(=O)CCC(=O)O[C@@H]1O[C@H]2O[C@]3(C)CC[C@H]4[C@H](C)CC[C@@H]([C@@H]1C)[C@]24OO3)C(=O)O
Kohn-Sham gap, eV: 10.04
Total energy, eV: -54276.3740



# 4
# C29H46N4O7STi

A structure of composition C29H46N4O7STi in a non-equilibrium geometry (ωB97M-V with the def2-TZVPD basis set, the OMol25 dataset).

```
! RIJCOSX wB97M-V def2-TZVPD def2/J DEFGRID3
* xyz 2 1
C 1.30 0.52 -0.58
C -4.01 -2.52 0.88
C -5.54 -2.63 0.67
C -6.01 -3.95 0.05
O 1.90 -0.45 0.28
H 9.36 -3.34 1.17
H 6.00 -2.71 0.80
H 1.19 2.62 -2.21
C -3.63 -1.03 1.06
H -0.41 -1.26 0.46
O -5.03 -4.89 -2.56
H -3.43 -2.92 0.04
H -2.04 4.58 -0.44
H -4.31 -0.65 1.83
C 0.85 3.31 -1.44
C 0.61 5.88 -1.17
H -5.87 -1.80 0.04
H 0.72 0.01 -1.37
N 1.50 1.14 3.46
C 10.55 -1.85 0.18
H 2.12 1.05 -1.08
H -1.27 1.42 1.33
C -1.38 1.63 -2.22
H 1.37 4.82 -2.82
C -4.94 -5.49 -1.42
H -3.78 -0.47 0.14
C -0.73 4.72 -2.99
H -1.97 3.64 3.25
C 5.98 -1.62 0.69
H -6.01 -2.54 1.65
H -3.74 2.28 4.26
H -0.37 6.21 -0.83
C -1.13 -0.45 0.57
H -4.41 -7.36 -2.41
C -4.90 -7.02 -1.45
H 10.40 -1.57 -0.87
C 1.38 1.63 2.42
C 3.73 -2.02 0.25
H 7.76 -0.39 0.44
C -2.19 -0.91 1.62
O 8.15 -2.34 -0.14
O 1.42 2.08 1.20
H -6.60 -4.55 0.74
H -6.60 -3.74 -0.84
H -5.61 1.64 0.63
H -1.67 -0.34 -0.38
H 7.02 -0.93 -1.07
C 0.54 4.66 -2.12
C 9.21 -2.32 0.80
H -2.20 -0.20 2.45
H -1.61 4.23 -2.57
O 4.83 -1.20 -0.04
C 2.52 -1.46 -0.49
C 0.45 1.44 0.27
H 1.82 -2.29 -0.71
H 1.12 6.70 -1.69
C -2.79 3.43 1.25
H 10.96 -0.99 0.70
C 7.27 -1.24 -0.05
Ti -3.96 -6.03 -3.74
C -1.71 4.23 0.54
N -1.41 2.18 -1.15
H -1.87 -1.86 2.04
H 8.97 -1.71 1.68
S -1.34 0.91 -3.62
H 1.23 5.64 -0.30
O -4.84 -4.86 -0.34
H -5.91 -7.45 -1.48
H 1.74 3.49 -0.81
C -0.18 2.68 -0.50
H -3.93 2.97 -0.50
H 3.47 -2.00 1.32
H 2.88 -1.09 -1.45
H 3.90 -3.05 -0.09
H 5.96 -1.14 1.68
H 11.28 -2.66 0.18
C -3.77 2.43 3.18
N -0.53 0.77 1.07
C -4.82 2.08 1.22
C -3.85 2.84 0.58
O -0.46 3.57 0.55
C -2.76 3.22 2.63
H -3.76 -3.06 1.79
H -0.53 4.33 -3.99
H -4.30 -7.42 -0.64
N -4.77 1.85 2.54
H -1.57 5.15 1.13
H -1.00 5.77 -3.14
*
```

Properties
Largest force on an atom, eV Å⁻¹: 2.1
Kohn-Sham gap, eV: 1.48
Total energy, eV: -85037.3438



# 5
# C29H46NO13

A cluster of 7 separate species, C29H46NO13 in total in a non-equilibrium geometry (ωB97M-V with the def2-TZVPD basis set, the OMol25 dataset).

```
! RIJCOSX wB97M-V def2-TZVPD def2/J DEFGRID3
* xyz 1 1
O 13.90 43.09 30.02
O 2.68 40.71 26.16
C 0.89 36.06 30.06
H 3.34 39.52 29.67
C 0.27 40.62 25.93
C 5.85 41.50 30.35
H 5.42 42.39 29.96
C 9.12 38.18 25.34
H 5.78 37.40 24.76
H 5.67 38.28 29.51
O 0.42 36.10 33.72
C 6.72 37.54 24.41
C 9.95 42.82 28.28
C 1.74 38.66 26.81
C 12.37 43.66 28.16
H 5.97 42.50 23.74
H 14.44 43.64 29.50
C 2.99 36.37 31.11
H 7.03 39.43 29.93
O 5.50 39.74 33.45
C 6.24 42.71 24.77
H -1.29 35.82 32.52
H 6.59 45.19 23.71
O 4.37 36.35 30.94
H 4.66 39.91 27.88
C 0.24 36.16 31.37
C 3.84 40.20 30.16
H 7.70 45.86 24.70
N 5.18 40.31 29.65
C 10.35 41.93 29.43
H 5.28 38.31 35.52
H 6.61 38.27 23.62
C 6.22 38.19 35.24
H 2.95 36.68 33.22
O 7.11 38.33 26.74
H 6.20 45.99 25.29
H 11.01 44.16 26.67
H 2.94 41.79 28.86
C 2.93 41.41 29.96
H 6.47 41.69 24.98
H 5.64 41.36 31.32
H 3.55 39.78 31.26
H 3.32 42.39 30.69
C 1.66 40.10 26.32
H 6.90 41.71 30.21
H 8.44 43.29 27.20
C 7.59 38.73 33.08
O 8.38 43.65 25.33
C 6.85 45.30 24.67
C 11.05 43.58 27.54
O 2.77 36.28 28.81
H 6.30 37.17 35.11
H 7.30 37.94 32.67
C 2.24 36.24 29.89
C 5.89 39.06 29.99
H 2.90 38.39 26.63
O 8.67 42.83 27.94
H 8.48 38.52 33.74
O 1.57 41.28 30.04
H 4.71 41.55 27.82
H 1.57 38.62 27.82
H 6.26 40.62 27.84
C 5.32 40.55 28.23
H -0.34 40.20 25.17
H 4.96 36.27 31.67
H 7.69 39.67 32.43
H 0.44 36.05 29.05
C 7.23 43.80 24.98
H 9.29 39.22 25.22
O 9.51 41.22 29.99
H 11.86 41.46 30.85
H -0.46 40.58 26.88
H 0.27 41.60 25.40
H 1.14 41.96 29.63
H 9.71 37.80 24.40
H 6.94 38.67 35.81
C 7.56 38.00 25.65
C 0.93 36.23 32.68
H 7.22 36.65 23.82
C 2.30 36.34 32.49
H 9.79 37.92 26.15
O -1.08 35.83 31.56
O 13.31 44.27 27.69
C 11.59 42.09 30.05
H 1.09 38.28 26.18
H 5.84 38.75 31.12
H 5.55 42.70 25.79
C 6.36 39.04 33.97
C 12.70 42.92 29.38
*
```

Properties
Largest force on an atom, eV Å⁻¹: 11.0
Kohn-Sham gap, eV: 6.55
ΔE to the lowest compared entry with this formula, charge and spin, kcal per mole: 74.2
Total energy, eV: -58904.8621



> Which of these has the highest total energy?

C29H46N2O10



> What is the formula in the first record?

C29H46CoP2S



> What is the largest force on an atom in the fifth record?

11.0 eV Å⁻¹



Repeat the fifth record exactly.
# C29H46NO13

A cluster of 7 separate species, C29H46NO13 in total in a non-equilibrium geometry (ωB97M-V with the def2-TZVPD basis set, the OMol25 dataset).

```
! RIJCOSX wB97M-V def2-TZVPD def2/J DEFGRID3
* xyz 1 1
O 13.90 43.09 30.02
O 2.68 40.71 26.16
C 0.89 36.06 30.06
H 3.34 39.52 29.67
C 0.27 40.62 25.93
C 5.85 41.50 30.35
H 5.42 42.39 29.96
C 9.12 38.18 25.34
H 5.78 37.40 24.76
H 5.67 38.28 29.51
O 0.42 36.10 33.72
C 6.72 37.54 24.41
C 9.95 42.82 28.28
C 1.74 38.66 26.81
C 12.37 43.66 28.16
H 5.97 42.50 23.74
H 14.44 43.64 29.50
C 2.99 36.37 31.11
H 7.03 39.43 29.93
O 5.50 39.74 33.45
C 6.24 42.71 24.77
H -1.29 35.82 32.52
H 6.59 45.19 23.71
O 4.37 36.35 30.94
H 4.66 39.91 27.88
C 0.24 36.16 31.37
C 3.84 40.20 30.16
H 7.70 45.86 24.70
N 5.18 40.31 29.65
C 10.35 41.93 29.43
H 5.28 38.31 35.52
H 6.61 38.27 23.62
C 6.22 38.19 35.24
H 2.95 36.68 33.22
O 7.11 38.33 26.74
H 6.20 45.99 25.29
H 11.01 44.16 26.67
H 2.94 41.79 28.86
C 2.93 41.41 29.96
H 6.47 41.69 24.98
H 5.64 41.36 31.32
H 3.55 39.78 31.26
H 3.32 42.39 30.69
C 1.66 40.10 26.32
H 6.90 41.71 30.21
H 8.44 43.29 27.20
C 7.59 38.73 33.08
O 8.38 43.65 25.33
C 6.85 45.30 24.67
C 11.05 43.58 27.54
O 2.77 36.28 28.81
H 6.30 37.17 35.11
H 7.30 37.94 32.67
C 2.24 36.24 29.89
C 5.89 39.06 29.99
H 2.90 38.39 26.63
O 8.67 42.83 27.94
H 8.48 38.52 33.74
O 1.57 41.28 30.04
H 4.71 41.55 27.82
H 1.57 38.62 27.82
H 6.26 40.62 27.84
C 5.32 40.55 28.23
H -0.34 40.20 25.17
H 4.96 36.27 31.67
H 7.69 39.67 32.43
H 0.44 36.05 29.05
C 7.23 43.80 24.98
H 9.29 39.22 25.22
O 9.51 41.22 29.99
H 11.86 41.46 30.85
H -0.46 40.58 26.88
H 0.27 41.60 25.40
H 1.14 41.96 29.63
H 9.71 37.80 24.40
H 6.94 38.67 35.81
C 7.56 38.00 25.65
C 0.93 36.23 32.68
H 7.22 36.65 23.82
C 2.30 36.34 32.49
H 9.79 37.92 26.15
O -1.08 35.83 31.56
O 13.31 44.27 27.69
C 11.59 42.09 30.05
H 1.09 38.28 26.18
H 5.84 38.75 31.12
H 5.55 42.70 25.79
C 6.36 39.04 33.97
C 12.70 42.92 29.38
*
```

Properties
Largest force on an atom, eV Å⁻¹: 11.0
Kohn-Sham gap, eV: 6.55
ΔE to the lowest compared entry with this formula, charge and spin, kcal per mole: 74.2
Total energy, eV: -58904.8621